[1]
Here is a structure of composition C35H40AuBrF4NP2 from the Open Molecules 2025 dataset. Energies are from ωB97M-V with the def2-TZVPD basis set.

Results
E_HOMO (eV): -2.23
Kohn-Sham gap (hartree): 0.1621
Total charge: -1
Lowest unoccupied orbital energy (eV): 2.2

Last column: Löwdin charge in e.
CARTESIAN COORDINATES (ANGSTROEM)
Au1 -0.538 0.239 0.326  0.601
F1 -3.551 -5.593 2.808  0.121
C1 -2.748 -4.524 2.744  -0.135
C2 -2.608 -3.701 3.836  -0.136
F2 -3.272 -3.971 4.966  0.119
C3 -1.763 -2.604 3.757  -0.199
F3 -1.639 -1.891 4.887  0.096
C4 -1.082 -2.263 2.602  -0.295
P1 -0.239 -0.601 2.405  0.880
C5 -1.189 0.503 3.533  -0.352
C6 -0.869 0.698 4.875  -0.113
C7 -1.600 1.582 5.654  -0.089
C8 -2.675 2.268 5.104  -0.093
C9 -3.007 2.074 3.772  -0.073
C10 -2.261 1.206 2.984  -0.093
C11 1.344 -0.886 3.270  -0.357
C12 2.139 0.201 3.628  -0.108
C13 3.416 0.006 4.135  -0.083
C14 3.919 -1.280 4.289  -0.098
C15 3.138 -2.368 3.929  -0.092
C16 1.862 -2.172 3.418  -0.095
C17 -1.183 -3.159 1.534  -0.601
Br1 -0.089 -3.045 0.010  0.815
C18 -2.020 -4.261 1.599  -0.266
F4 -2.128 -5.125 0.584  0.072
H1 -0.044 0.156 5.322  0.101
H2 -1.332 1.728 6.693  0.098
H3 -3.249 2.956 5.713  0.097
H4 -3.833 2.612 3.324  0.107
H5 -2.494 1.101 1.930  0.065
H6 1.763 1.210 3.498  0.103
H7 4.021 0.862 4.406  0.102
H8 4.916 -1.431 4.683  0.098
H9 3.526 -3.374 4.035  0.102
H10 1.268 -3.029 3.125  0.097
C19 5.070 -0.178 -1.547  -0.129
C20 4.042 -0.153 -0.417  -0.542
C21 4.062 -1.483 0.342  -0.135
P2 2.269 0.296 -0.846  1.034
C22 2.163 -0.002 -2.674  -0.572
C23 1.018 0.798 -3.300  -0.134
C24 1.952 -1.499 -2.909  -0.140
C25 2.276 2.149 -0.760  -0.576
C26 3.345 2.865 -1.580  -0.120
C27 2.315 2.610 0.696  -0.145
H11 6.068 -0.359 -1.134  0.073
H12 5.106 0.753 -2.110  0.054
H13 4.863 -0.986 -2.254  0.068
H14 4.337 0.627 0.294  0.088
H15 3.722 -2.305 -0.295  0.064
H16 3.404 -1.452 1.210  0.040
H17 5.074 -1.724 0.684  0.074
H18 3.105 0.297 -3.140  0.081
H19 0.077 0.677 -2.749  0.031
H20 0.873 0.472 -4.335  0.074
H21 1.229 1.869 -3.319  0.058
H22 1.004 -1.812 -2.464  0.034
H23 2.749 -2.113 -2.481  0.053
H24 1.900 -1.716 -3.980  0.074
H25 1.281 2.400 -1.148  0.075
H26 4.344 2.672 -1.179  0.065
H27 3.186 3.947 -1.543  0.075
H28 3.336 2.566 -2.629  0.061
H29 3.274 2.375 1.171  0.062
H30 1.519 2.135 1.273  0.024
H31 2.173 3.692 0.754  0.076
C28 -3.574 -0.720 -0.600  -0.120
C29 -3.789 0.668 -1.131  -0.256
C30 -5.075 1.071 -1.465  -0.121
C31 -5.359 2.326 -1.995  -0.162
C32 -4.284 3.193 -2.200  -0.116
C33 -2.985 2.842 -1.890  -0.258
C34 -1.852 3.797 -2.119  -0.100
C35 -2.660 1.551 -1.332  -0.424
N1 -1.377 1.266 -1.104  -0.226
H32 -4.519 -1.271 -0.579  0.060
H33 -3.153 -0.724 0.412  0.019
H34 -2.850 -1.273 -1.211  0.054
H35 -5.891 0.367 -1.310  0.086
H36 -6.372 2.613 -2.250  0.066
H37 -4.468 4.181 -2.616  0.086
H38 -2.206 4.718 -2.592  0.057
H39 -1.076 3.343 -2.744  0.053
H40 -1.353 4.046 -1.175  0.061

***

[2]
Here is a structure of composition C35H40BN9O3PdSSi from the Open Molecules 2025 dataset. Energies are from ωB97M-V with the def2-TZVPD basis set.

Results
E_HOMO (spin up / spin down) (eV): -11.18 / -11.48
Kohn-Sham gap (spin up / spin down) (hartree): 0.2892 / 0.2420
Multiplicity: 2
⟨S²⟩: 0.793
Total charge: +1
Lowest unoccupied orbital energy (spin up / spin down) (eV): -3.3 / -4.9

Last column: Löwdin charge in e.
CARTESIAN COORDINATES (ANGSTROEM)
Pd1 -0.349 0.427 -0.077  1.025
C1 2.133 3.888 0.072  -0.027
C2 1.765 2.667 -0.480  -0.125
N1 0.801 2.110 0.250  -0.061
N2 0.511 2.969 1.264  0.044
C3 1.311 4.045 1.167  -0.038
B1 -0.715 2.670 2.169  -0.626
N3 -0.420 1.384 2.977  0.003
C4 -0.048 1.277 4.274  -0.060
C5 0.328 -0.026 4.505  -0.035
C6 0.170 -0.656 3.264  -0.133
N4 -0.272 0.200 2.354  0.018
N5 -1.936 2.497 1.172  0.035
C7 -3.096 3.181 1.159  -0.038
C8 -3.780 2.883 -0.002  -0.023
C9 -2.948 2.001 -0.688  -0.106
N6 -1.845 1.797 0.022  -0.071
N7 -1.094 3.756 3.153  -0.033
C10 -2.032 3.628 4.132  -0.121
C11 -2.164 4.842 4.751  -0.051
C12 -1.252 5.674 4.074  -0.136
N8 -0.620 5.022 3.117  0.074
H1 2.883 4.571 -0.285  0.105
H2 2.127 2.176 -1.364  0.104
H3 1.213 4.843 1.880  0.105
H4 -0.073 2.126 4.935  0.124
H5 0.665 -0.455 5.432  0.099
H6 0.349 -1.689 3.009  0.084
H7 -3.351 3.849 1.964  0.127
H8 -4.732 3.269 -0.318  0.106
H9 -3.078 1.527 -1.647  0.116
H10 -2.528 2.687 4.311  0.129
H11 -2.815 5.093 5.570  0.098
H12 -1.033 6.716 4.247  0.106
C13 1.324 -4.478 2.543  -0.169
Si1 1.954 -4.038 0.827  0.541
C14 1.647 -5.441 -0.366  -0.165
C15 3.754 -3.534 0.930  -0.148
C16 0.842 -2.572 0.294  -0.232
H13 1.800 -5.383 2.923  0.039
H14 0.244 -4.648 2.535  0.026
H15 1.533 -3.674 3.254  0.027
H16 2.174 -6.344 -0.051  0.039
H17 1.980 -5.188 -1.373  0.031
H18 0.581 -5.683 -0.407  0.034
H19 4.270 -4.202 1.623  0.043
H20 3.871 -2.517 1.309  0.036
H21 4.256 -3.606 -0.035  0.033
H22 0.197 -2.296 1.126  0.039
H23 0.206 -2.829 -0.554  0.074
C17 7.891 0.262 0.099  -0.037
C18 6.487 -0.097 -0.293  -0.248
C19 6.236 -1.026 -1.296  -0.014
C20 4.939 -1.367 -1.649  -0.049
C21 3.886 -0.751 -0.993  -0.297
C22 4.103 0.179 0.018  -0.054
C23 5.403 0.497 0.359  -0.015
S1 2.257 -1.206 -1.452  0.638
O1 2.256 -2.502 -2.054  -0.246
O2 1.605 -0.124 -2.139  -0.295
O3 1.531 -1.291 -0.015  -0.357
H24 8.621 -0.274 -0.505  0.080
H25 8.071 0.020 1.147  0.090
H26 8.065 1.332 -0.024  0.090
H27 7.066 -1.499 -1.806  0.121
H28 4.744 -2.100 -2.419  0.123
H29 3.273 0.630 0.545  0.106
H30 5.583 1.214 1.150  0.125
C24 -3.129 -1.911 -4.229  -0.035
C25 -3.860 -2.343 -3.121  -0.049
C26 -3.441 -2.041 -1.848  0.014
C27 -2.248 -1.288 -1.647  -0.267
C28 -1.546 -0.819 -2.788  -0.009
C29 -1.978 -1.143 -4.052  -0.046
N9 -1.809 -0.962 -0.409  0.018
C30 -2.382 -1.601 0.719  -0.300
C31 -2.329 -2.991 0.843  -0.053
C32 -2.845 -3.604 1.972  -0.062
C33 -3.437 -2.842 2.970  -0.061
C34 -3.508 -1.462 2.836  -0.053
C35 -2.972 -0.838 1.723  -0.023
H31 -3.468 -2.156 -5.226  0.116
H32 -4.772 -2.907 -3.263  0.117
H33 -4.028 -2.345 -0.995  0.120
H34 -0.657 -0.220 -2.648  0.079
H35 -1.422 -0.797 -4.912  0.119
H36 -1.873 -3.581 0.056  0.120
H37 -2.791 -4.680 2.069  0.113
H38 -3.844 -3.323 3.849  0.111
H39 -3.977 -0.866 3.608  0.113
H40 -3.016 0.237 1.616  0.096

***

Looking at largest force on an atom for the records above, in order, we have 0.734; 0.983 eV/A.